(1)
Molecular formula: C25H55Br3F3N6O8P2S
Method: DFT, ωB97M-V/def2-TZVPD

Geometry as XYZ:
```
103
C25H55Br3F3N6O8P2S, DFT ωB97M-V/def2-TZVPD
C -5.76082 -0.31786 -5.69628
C -5.92736 -1.52797 -4.78374
O -4.67040 -1.99307 -4.31693
C -4.62378 -2.24973 -2.92937
C -3.26103 -2.81474 -2.56665
C -2.08456 -2.18090 -3.30588
C -2.16104 -0.65255 -3.42834
C -0.78996 0.00154 -3.21276
N -0.73787 1.39365 -2.70348
C -0.37142 1.63963 -1.40017
N -0.98383 1.05598 -0.27167
C -2.46501 0.87094 -0.46324
C -3.35850 1.45262 0.61869
C -3.50663 0.78675 1.97792
F -2.52972 1.18845 2.83654
Br -3.52894 -1.13677 1.84864
C -4.84431 1.20318 2.65103
F -4.91647 0.67948 3.87184
F -5.88450 0.75452 1.93974
Br -5.00279 3.11472 2.82205
P -0.11716 -0.29538 0.35912
O 1.25279 -0.28136 -0.48615
O -0.82948 -1.53779 -0.31832
S 0.18279 -0.31642 2.24130
N 0.60325 2.48848 -1.16161
C 1.48792 3.01970 -2.20748
C 2.94409 2.54420 -2.01634
O 3.86206 3.56407 -2.37329
C 4.24260 4.36739 -1.32582
O 5.28250 4.24192 -0.76802
C 0.89559 3.03301 0.17192
C -0.04158 4.21275 0.62670
N -0.88657 3.76442 1.71804
N -0.88749 4.66578 -0.44678
N 0.92501 5.28504 0.96655
P -1.36447 2.76230 -3.58114
O -0.94876 2.24831 -5.05721
Br -3.58658 2.45181 -3.75442
H -6.03419 0.61497 -5.19985
H -4.72580 -0.22253 -6.02711
H -6.38005 -0.39696 -6.58962
H -6.57456 -1.26933 -3.93975
H -6.43427 -2.33305 -5.32257
H -4.84631 -1.33739 -2.35600
H -5.40039 -2.97481 -2.65896
H -3.12936 -2.67322 -1.48825
H -3.27099 -3.89360 -2.72895
H -2.03530 -2.61142 -4.30762
H -1.15361 -2.48358 -2.81802
H -2.50464 -0.41864 -4.43662
H -2.91935 -0.22681 -2.77547
H -0.26992 0.03241 -4.17139
H -0.17714 -0.63552 -2.57880
H -2.71178 1.44216 -1.35291
H -2.73494 -0.16207 -0.67398
H -4.36291 1.44422 0.18263
H -3.09834 2.49559 0.77410
H 1.92755 0.20958 0.00500
H -0.27357 -2.32622 -0.21810
H 1.15783 2.72629 -3.19488
H 1.46551 4.10627 -2.12691
H 3.14035 1.70016 -2.67532
H 3.12177 2.19234 -0.99668
H 3.49465 5.12452 -1.05624
H 1.88974 3.46277 0.09781
H 0.91992 2.25658 0.93375
H -1.72457 4.33056 1.77864
H -0.41374 3.84082 2.60892
H -1.80325 4.96025 -0.14612
H -0.44009 5.38168 -0.99964
H 1.52021 4.99379 1.73772
H 0.39380 6.08752 1.29208
H -1.68736 1.88935 -5.56725
C 3.43383 -3.52567 5.24363
C 2.28785 -3.85733 4.30536
O 1.35700 -4.79022 4.82397
C 0.69517 -4.40322 6.01478
C -0.12231 -3.12981 5.88021
H 3.96641 -4.43417 5.52798
H 4.13163 -2.85126 4.74630
H 3.09052 -3.04005 6.15827
H 2.68452 -4.32166 3.40162
H 1.77547 -2.93881 3.99014
H 1.41028 -4.31261 6.83978
H 0.03827 -5.23789 6.25822
H 0.50522 -2.26655 5.65306
H -0.64940 -2.92030 6.81121
H -0.85701 -3.23180 5.07961
C 7.38207 -1.05542 1.90626
C 6.58809 -2.29988 2.26076
O 5.19617 -2.07242 2.42802
C 4.50723 -1.56585 1.30767
C 4.55755 -2.46420 0.08219
H 7.23596 -0.28054 2.65968
H 8.44377 -1.29588 1.85806
H 7.09416 -0.64319 0.93784
H 6.92254 -2.68821 3.22193
H 6.76154 -3.09061 1.52291
H 4.86733 -0.55734 1.05924
H 3.47100 -1.46215 1.64107
H 5.57171 -2.58460 -0.29840
H 3.95318 -2.03663 -0.72084
H 4.16784 -3.45452 0.32088
```

The value obtained for the HOMO-LUMO gap is 7.48 eV. As for the net charge: +1. The highest occupied orbital energy is -10.946 eV. For the total energy, the calculation gives -11018.42883 Ha.

Results of the Mulliken charge analysis, in e, for atoms 1 through 4: atom 1 (C): -0.826, atom 2 (C): -0.409, atom 3 (O): -0.294, atom 4 (C): -0.597

(2)
Molecular formula: C25H55NO2Si2Ti
Method: DFT, ωB97M-V/def2-TZVPD

Geometry as XYZ:
```
86
C25H55NO2Si2Ti, DFT ωB97M-V/def2-TZVPD
O -1.22324 -1.85188 -0.89129
O 1.15438 1.80330 -5.01056
C -0.17207 -2.82576 -1.32341
C -0.78456 -4.14399 -1.77772
H 0.47897 -2.98891 -0.44865
H 0.41862 -2.37296 -2.14435
H -1.26677 -4.66592 -0.96450
H -0.03665 -4.82441 -2.17755
H -1.55901 -4.02808 -2.52207
C -1.53733 -0.87727 -1.95948
C -1.12716 -1.20917 -3.40210
H -1.01863 0.05318 -1.70383
H -2.62842 -0.71161 -1.95841
H -0.14103 -0.81776 -3.71349
H -1.83766 -0.67117 -4.05450
H -1.15611 -2.27212 -3.64646
C 0.74513 2.76605 -4.04054
C 2.52241 1.42325 -4.91796
C -0.74341 3.03151 -4.20385
H 1.28035 3.74705 -4.08946
H 0.98581 2.26036 -3.08406
H -1.04652 3.23550 -5.23591
H -1.07781 3.88371 -3.60869
H -1.28465 2.14093 -3.85345
C 2.95818 0.74869 -6.20781
H 2.53014 0.72172 -4.06925
H 3.22599 2.25560 -4.68742
H 2.33539 -0.14061 -6.36906
H 3.99467 0.41270 -6.20571
H 2.85561 1.39917 -7.08152
H 1.92680 1.13606 0.82233
Ti -1.05333 -1.17821 1.34612
C 2.14555 0.67421 -0.15489
Si 3.95745 1.22357 -0.15534
H 1.96721 -0.41133 -0.06209
H 1.34952 1.08222 -0.79254
C 5.03145 0.11489 -1.21287
C 3.97589 0.81777 1.71265
C 3.29857 2.97378 -0.40818
C -2.71719 -2.03415 1.63787
Si -3.54076 -0.39017 1.20020
H -3.01141 -2.48716 2.60093
H -2.70093 -2.79122 0.79261
C -4.73585 -0.86444 -0.15418
C -2.56207 1.08435 0.48814
C -4.33409 0.21461 2.77619
H 2.60616 3.05943 -1.26200
H 4.06544 3.72844 -0.50958
H 2.71035 3.18434 0.50241
H 4.85636 -0.94753 -0.99633
H 6.08709 0.27511 -0.97343
H 4.91844 0.21093 -2.29726
H 3.96265 -0.26944 1.89564
H 3.03933 1.21636 2.14345
H 4.79347 1.28631 2.24249
H -3.23324 1.41066 -0.32468
H -1.54654 0.96232 0.04990
H -2.49803 1.90242 1.21983
H -5.23453 0.75130 2.44862
H -3.67005 0.88118 3.34419
H -4.59424 -0.65640 3.39395
H -5.72952 -0.60113 0.23757
H -4.65347 -1.94833 -0.32418
H -4.50992 -0.31548 -1.08066
C 0.29137 -3.27630 2.95841
N 0.13948 -1.81925 3.05734
C 1.44993 -1.27331 3.45701
C -0.78151 -1.47983 4.20152
C -1.06221 -0.00850 4.11721
C -1.47977 0.68565 5.28236
C -1.63981 2.06551 5.19522
C -1.27436 2.73830 4.03685
C -0.81635 2.01732 2.90544
C -0.86596 0.60915 2.87638
H -0.60683 -3.71308 2.50366
H 0.44360 -3.68367 3.97387
H 1.16771 -3.50282 2.34033
H 1.65737 -1.66314 4.46668
H 2.22716 -1.61038 2.77001
H 1.45346 -0.18433 3.50039
H -1.68032 -2.12164 4.17934
H -0.24408 -1.72454 5.14221
H -1.66655 0.12308 6.19595
H -2.05109 2.61881 6.04846
H -1.36582 3.83064 3.96883
H -0.50659 2.59595 2.02877
```

Its energy above the lowest of the compared OMol25 structures with the same formula, charge and spin is 0.8603 eV. The value obtained for the HOMO-LUMO gap (spin up / spin down) is 8.23 / 8.44 eV. As for the net charge: +1. The highest occupied orbital energy (spin up / spin down) is -10.844 / -11.029 eV. For the total energy, the calculation gives -2618.90536 Ha. As for the spin multiplicity: 2.

Results of the Mulliken charge analysis, in e, for atoms 1 through 4: atom 1 (O): 0.043, atom 2 (O): -0.395, atom 3 (C): -0.384, atom 4 (C): -1.538